P) A cluster of 2 separate species, C4H8NO2 in total. Source: the OMol25 dataset; level of theory: the ωB97M-V functional and the def2-TZVPD basis.

Its highest occupied orbital energy is -0.5383 hartree. Its frontier orbital gap is 9.80 eV. As for the total charge: +1. Its LUMO energy is -4.8 eV.

Element x y z (Å)
C: -0.759 -1.480 1.473
C: -0.950 -2.387 0.525
C: -0.062 0.733 1.994
N: -0.300 -0.185 1.144
H: -0.956 -1.685 2.516
H: -0.681 -2.320 -0.521
H: -1.262 -3.381 0.822
H: 0.264 1.706 1.651
H: -0.260 0.598 3.050
H: -0.006 -0.068 0.145
O: 0.185 -0.050 -1.579
C: 0.868 0.875 -1.928
O: 0.807 2.074 -1.357
H: 1.619 0.771 -2.720
H: 1.212 2.719 -1.978

Q) A cluster of 2 separate species, C4H8NO2 in total. Source: the OMol25 dataset; level of theory: the ωB97M-V functional and the def2-TZVPD basis.

Its highest occupied orbital energy is -0.6030 hartree. Its frontier orbital gap is 12.87 eV. As for the total charge: +1. Its LUMO energy is -3.5 eV.

Element x y z (Å)
C: -0.674 -1.130 0.274
C: 3.022 -0.424 0.542
C: -0.195 1.450 -0.102
C: -0.571 0.047 -0.585
N: -1.845 -0.496 -0.244
O: 3.876 -0.380 -0.217
O: 2.068 -0.434 1.179
H: -0.147 -0.180 -1.577
H: -0.242 -2.030 0.048
H: -0.930 2.268 -0.553
H: 0.866 1.559 -0.352
H: -0.208 1.358 1.069
H: -0.378 -0.984 1.268
H: -2.439 -0.937 -1.010
H: -2.201 0.313 0.259

R) The ion C4H8NO2 with charge +1. Source: the OMol25 dataset; level of theory: the ωB97M-V functional and the def2-TZVPD basis.

Its highest occupied orbital energy is -0.4960 hartree. Its frontier orbital gap is 9.98 eV. As for the total charge: +1. Its LUMO energy is -3.5 eV.

Element x y z (Å)
C: 0.108 -1.510 0.169
C: -0.878 -0.440 0.177
C: -0.036 0.825 -0.207
C: 1.489 0.347 -0.335
N: -2.372 -0.074 0.253
O: 2.372 0.925 0.494
O: 1.464 -1.122 -0.021
H: 0.009 -2.513 0.365
H: -0.484 1.404 -1.132
H: -0.102 1.630 0.478
H: 1.830 0.418 -1.380
H: -2.646 0.670 -0.423
H: -3.015 -0.841 0.400
H: 3.149 1.030 -0.120
H: 1.741 -1.180 0.994

P) wins, 40.4 kJ/mol ahead of the next structure.

P) A cluster of 3 separate species, C3H9NO3 in total. Source: the OMol25 dataset; level of theory: the ωB97M-V functional and the def2-TZVPD basis.

Its highest occupied orbital energy (spin up / spin down) is -0.3231 / -0.2940 hartree. Its frontier orbital gap (spin up / spin down) is 8.72 / 8.28 eV. As for the total charge: 0. Its LUMO energy (spin up / spin down) is -0.1 / 0.3 eV.

Element x y z (Å)
C: 1.746 -1.487 -0.281
O: -0.922 -1.035 -0.543
O: 0.582 -2.024 -0.011
O: -1.913 -1.780 0.075
H: -1.860 -2.637 -0.380
H: 1.560 -0.212 -0.418
H: 2.242 -1.818 -1.206
H: 2.408 -1.380 0.595
C: -1.215 1.893 0.453
C: 0.049 1.120 0.532
N: 0.979 1.085 -0.339
H: 0.795 1.594 -1.203
H: 0.191 0.493 1.409
H: -1.231 2.573 -0.400
H: -2.021 1.161 0.342
H: -1.391 2.453 1.374

Q) A cluster of 2 separate species, C3H9NO3 in total. Source: the OMol25 dataset; level of theory: the ωB97M-V functional and the def2-TZVPD basis.

The SMILES is NCCOC=O.O. Its highest occupied orbital energy is -0.3549 hartree. Its frontier orbital gap is 10.19 eV. As for the total charge: 0. Its LUMO energy is 0.5 eV.

Element x y z (Å)
O: 3.717 -1.453 -1.987
O: 2.733 -0.058 -0.568
C: 3.133 -0.366 -1.762
N: 0.000 0.000 0.000
C: 2.130 1.206 -0.316
C: 0.653 1.141 -0.675
H: 2.744 0.373 -2.490
H: 0.227 -0.086 0.997
H: 0.336 -0.862 -0.444
H: 2.629 1.981 -0.928
H: 2.303 1.454 0.749
H: 0.518 1.061 -1.771
H: 0.130 2.057 -0.338
O: 5.056 1.402 0.823
H: 5.336 0.772 0.120
H: 5.471 2.257 0.569

R) A cluster of 3 separate species, C3H9NO3 in total. Source: the OMol25 dataset; level of theory: the ωB97M-V functional and the def2-TZVPD basis.

Its highest occupied orbital energy is -0.3493 hartree. Its frontier orbital gap is 9.54 eV. As for the total charge: 0. Its LUMO energy is 0.0 eV.

Element x y z (Å)
H: -1.278 0.983 1.035
O: -0.655 2.005 1.736
O: -2.039 0.353 0.063
H: 0.113 1.840 1.154
H: -0.297 1.660 2.624
C: -1.365 -0.519 -0.595
O: -1.780 -1.264 -1.475
C: 0.140 -0.459 -0.142
H: 0.074 -0.468 1.016
N: 0.761 0.895 -0.394
H: 1.699 0.955 -0.499
H: 0.577 1.237 -1.283
C: 0.885 -1.626 -0.749
H: 1.859 -1.466 -0.269
H: 0.468 -2.558 -0.405
H: 0.838 -1.569 -1.818

Q) wins, 64.7 kJ/mol ahead of the next structure.

P) A cluster of 2 separate species, C3H9NO3 in total. Source: the OMol25 dataset; level of theory: the ωB97M-V functional and the def2-TZVPD basis.

The SMILES is O=CCNCO.O. Its highest occupied orbital energy is -0.3302 hartree. Its frontier orbital gap is 9.18 eV. As for the total charge: 0. Its LUMO energy is 0.2 eV.

Element x y z (Å)
O: 1.769 1.191 -0.781
C: 1.376 0.200 -1.406
C: 0.244 -0.551 -0.810
N: -0.957 0.279 -0.553
C: -2.183 -0.343 -0.005
O: -2.985 0.616 0.810
H: 2.037 -0.286 -2.125
H: 0.603 -0.905 0.197
H: 0.032 -1.458 -1.493
H: -0.616 1.105 -0.057
H: -2.849 -0.574 -0.842
H: -1.775 -1.192 0.521
H: -3.426 0.012 1.428
H: 3.205 0.957 2.351
H: 2.720 0.654 0.929
O: 2.804 0.293 1.834

Q) A structure of composition C3H9NO3. Source: the OMol25 dataset; level of theory: the ωB97M-V functional and the def2-TZVPD basis.

Its highest occupied orbital energy is -0.3259 hartree. Its frontier orbital gap is 4.08 eV. As for the total charge: 0. Its LUMO energy is -4.8 eV.

Element x y z (Å)
O: -1.150 -1.768 -0.157
C: -1.853 -0.833 0.260
C: -1.412 0.569 0.010
N: -2.691 0.523 -0.717
C: 1.873 -1.005 -0.091
O: 2.422 0.049 -0.887
H: -2.623 -0.904 1.084
H: -0.506 0.903 -0.534
H: -1.483 1.122 0.995
H: -2.549 0.493 -1.731
H: 0.886 -0.758 0.236
H: 2.497 -1.222 0.794
H: 1.922 -1.922 -0.735
H: 1.365 2.407 0.984
H: 2.150 0.821 -0.300
O: 1.151 1.525 0.788

P) wins, 647.5 kJ/mol ahead of the next structure.

P) The molecule C5H10O. Source: the OMol25 dataset; level of theory: the ωB97M-V functional and the def2-TZVPD basis.

The SMILES is CC(C)CC=O. Its highest occupied orbital energy is -0.3548 hartree. Its frontier orbital gap is 10.70 eV. As for the total charge: 0. Its LUMO energy is 1.0 eV.

Element x y z (Å)
O: -1.582 0.883 1.854
C: -1.687 1.052 0.668
C: -1.249 -0.041 -0.231
C: 0.342 0.134 -0.408
C: 1.091 0.461 0.839
C: 0.831 -1.213 -0.949
H: -1.941 1.942 0.297
H: -1.292 -1.082 0.165
H: -1.785 -0.015 -1.166
H: 0.340 1.051 -0.967
H: 1.427 -0.435 1.348
H: 0.514 1.114 1.471
H: 1.989 0.983 0.518
H: 1.930 -1.350 -0.922
H: 0.608 -2.115 -0.511
H: 0.464 -1.370 -2.006

Q) The molecule C5H10O. Source: the OMol25 dataset; level of theory: the ωB97M-V functional and the def2-TZVPD basis.

The SMILES is CCC(=O)CC. Its highest occupied orbital energy is -0.3455 hartree. Its frontier orbital gap is 10.43 eV. As for the total charge: 0. Its LUMO energy is 1.0 eV.

Element x y z (Å)
C: -0.648 1.545 -0.720
C: 0.717 0.872 -0.859
C: 0.861 -0.610 -0.541
C: -0.115 -0.903 1.548
C: -0.279 -1.371 0.070
O: 1.954 -1.137 -0.597
H: -0.963 1.661 0.323
H: -1.437 1.003 -1.252
H: -0.599 2.549 -1.155
H: 1.464 1.394 -0.248
H: 1.072 0.955 -1.890
H: 0.772 -0.265 1.684
H: -0.971 -0.293 1.842
H: 0.013 -1.740 2.232
H: -0.095 -2.432 -0.136
H: -1.289 -1.144 -0.283

Q) wins, 119.0 kJ/mol ahead of the next structure.

P) A cluster of 2 separate species, C5H10O in total. Source: the OMol25 dataset; level of theory: the ωB97M-V functional and the def2-TZVPD basis.

Its highest occupied orbital energy is -0.3248 hartree. Its frontier orbital gap is 9.45 eV. As for the total charge: 0. Its LUMO energy is 0.6 eV.

Element x y z (Å)
O: -2.924 0.063 0.656
C: -2.773 0.936 -0.308
C: 0.189 -0.702 -0.464
C: 1.325 -0.882 0.563
C: 1.730 0.585 0.297
C: 0.311 0.826 -0.268
H: -2.625 -0.847 0.455
H: -2.330 0.378 -1.179
H: -0.769 -1.190 -0.244
H: 0.500 -1.002 -1.470
H: 2.064 -1.667 0.376
H: 0.924 -1.005 1.575
H: 2.052 1.193 1.147
H: 2.485 0.653 -0.493
H: -0.369 1.194 0.508
H: 0.209 1.465 -1.151

Q) The molecule C5H10O. Source: the OMol25 dataset; level of theory: the ωB97M-V functional and the def2-TZVPD basis.

The SMILES is CCOC1CC1. Its highest occupied orbital energy is -0.3527 hartree. Its frontier orbital gap is 10.80 eV. As for the total charge: 0. Its LUMO energy is 1.2 eV.

Element x y z (Å)
C: 2.446 0.374 -0.339
C: 1.188 -0.154 0.369
O: 0.187 -0.532 -0.558
C: -1.180 -0.831 -0.162
C: -1.929 0.085 0.785
C: -1.929 0.336 -0.703
H: 3.231 0.555 0.409
H: 2.290 1.323 -0.867
H: 2.843 -0.351 -1.057
H: 1.439 -1.055 0.931
H: 0.836 0.622 1.067
H: -1.422 -1.885 -0.277
H: -2.828 -0.329 1.265
H: -1.398 0.754 1.453
H: -2.846 0.349 -1.301
H: -0.927 0.739 -1.015

Q) wins, 153.9 kJ/mol ahead of the next structure.

P) The molecule C5H10O. Source: the OMol25 dataset; level of theory: the ωB97M-V functional and the def2-TZVPD basis.

Its highest occupied orbital energy is -0.2956 hartree. Its frontier orbital gap is 8.92 eV. As for the total charge: 0. Its LUMO energy is 0.9 eV.

Element x y z (Å)
C: -0.467 -0.661 1.798
C: 0.394 -0.930 0.564
C: 0.817 0.344 -0.152
C: 0.904 0.457 -1.652
C: -0.109 1.164 -0.981
O: -1.468 0.261 -1.544
H: -1.400 -0.147 1.531
H: 0.060 -0.013 2.508
H: -0.728 -1.586 2.321
H: 1.298 -1.478 0.857
H: -0.130 -1.592 -0.139
H: 1.471 0.960 0.480
H: 1.710 0.864 -2.251
H: -0.574 -0.187 -1.997
H: -0.512 2.165 -0.880
H: -1.800 -0.342 -0.854

Q) The molecule C5H10O. Source: the OMol25 dataset; level of theory: the ωB97M-V functional and the def2-TZVPD basis.

The SMILES is C[C@@H](O)C1CC1. Its highest occupied orbital energy is -0.2872 hartree. Its frontier orbital gap is 8.82 eV. As for the total charge: 0. Its LUMO energy is 1.0 eV.

Element x y z (Å)
C: -2.141 0.081 0.240
C: -0.746 -0.155 -0.339
O: -0.335 1.133 -0.880
C: 0.333 -0.470 0.644
C: 1.703 -0.906 0.281
C: 1.687 0.521 0.001
H: -2.080 0.752 1.105
H: -2.668 -0.831 0.537
H: -2.733 0.589 -0.528
H: -0.796 -0.881 -1.163
H: -0.230 1.098 -1.831
H: 0.073 -0.378 1.710
H: 2.317 -1.172 1.124
H: 1.799 -1.548 -0.588
H: 1.919 0.869 -1.030
H: 1.899 1.297 0.716

R) A structure of composition C5H10O. Source: the OMol25 dataset; level of theory: the ωB97M-V functional and the def2-TZVPD basis.

Its highest occupied orbital energy is -0.3294 hartree. Its frontier orbital gap is 9.81 eV. As for the total charge: 0. Its LUMO energy is 0.8 eV.

Element x y z (Å)
C: -1.792 -0.653 1.009
C: -0.699 0.459 1.020
C: 0.002 0.547 -0.355
C: 1.866 0.652 -0.913
C: 0.462 -0.730 -0.828
O: 0.850 -1.626 -0.083
H: -1.345 -1.598 0.695
H: -2.197 -0.805 2.019
H: -2.646 -0.433 0.354
H: -1.163 1.404 1.339
H: 0.040 0.157 1.757
H: -0.432 1.282 -1.037
H: 2.388 0.958 -0.018
H: 2.454 -0.202 -1.322
H: 1.818 1.384 -1.713
H: 0.394 -0.796 -1.924

R) wins, 25.7 kJ/mol ahead of the next structure.